(1)
8
Properties=species:S:1:pos:R:3:forces:R:3:lowdin_charge:R:1 method="wB97M-V/def2-TZVPD" smiles="O=CCl.PCl" e_above_lowest_kcal_mol=62.82 homo_energy_ev=-9.6 e_lumo_ev=0.63 spin_multiplicity=1 orbital_gap_ha=0.3748 max_force_ev_per_a=1.6 charge=0 energy_ev=-37466.324
O -0.6558 -1.0000 -0.3736 -0.9109 -0.0619 -0.2561 -0.1248
C -1.2644 -0.0095 -0.6096 0.2311 -0.6498 -0.3784 -0.8049
Cl -1.9119 1.0131 0.6280 -0.3045 0.3421 0.4262 0.6302
H -1.5054 0.3654 -1.6075 0.0411 0.0703 -0.0282 0.0866
P 1.8539 -0.1908 0.8238 1.1110 -0.4642 1.0722 0.3969
Cl 1.4011 1.2298 -0.5220 -0.0344 1.0006 -0.8456 0.1188
H 1.4118 -1.2910 0.0941 0.0687 -0.2550 -0.1571 -0.1451
H 0.6707 -0.1170 1.5668 -0.2021 0.0179 0.1670 -0.1578

=====

(2)
141
Properties=species:S:1:pos:R:3:forces:R:3:lowdin_charge:R:1 method="wB97M-V/def2-TZVPD" homo_energy_ev=-10.2 e_lumo_ev=-2.50 spin_multiplicity=1 orbital_gap_ha=0.2841 max_force_ev_per_a=1.7 charge=+1 energy_ev=-94282.121
C 1.7387 -2.3358 0.1572 -0.3155 -0.1563 -0.1001 -0.0955
O 2.3592 -2.4840 -1.1038 0.1201 0.1174 0.2448 -0.1732
C 3.5750 -1.7896 -1.2594 0.2391 0.1849 -0.3862 -0.2069
C 3.4738 -0.5556 -2.1832 -0.0440 -0.6584 0.2929 -0.1617
C 2.1102 0.1408 -2.1579 0.2733 0.6200 -0.2502 -0.2194
P 2.0316 1.6194 -1.1430 -0.4381 -0.1724 -0.2516 1.0396
C 0.3172 2.0385 -0.7998 0.3044 -0.2901 -0.5425 -0.2897
C -0.6433 1.8098 -1.9866 -0.0957 0.6193 0.5733 -0.4504
S -1.9190 3.1252 -2.0310 -0.0257 -0.1688 -0.2129 1.0211
C -3.1454 2.3379 -1.0818 -0.1670 0.1430 0.6721 -0.7002
N -3.5629 2.6787 0.0985 0.3662 -0.1758 -0.4493 0.0623
N -4.5455 1.7635 0.4446 -0.0171 -0.1353 -0.1902 0.0674
C -4.6378 0.9500 -0.5475 -0.0283 0.2261 0.1671 -0.1703
O -3.7927 1.2422 -1.5600 0.0063 0.0356 0.0593 0.0424
C 2.7691 1.1933 0.4840 0.4338 -0.1876 -0.0224 -0.2159
O 4.1123 1.6205 0.6380 -0.3104 0.4832 -0.0229 -0.1200
C 4.4891 1.5508 1.9872 0.2068 -0.3977 0.3147 -0.2777
C 4.5100 2.6706 2.7969 0.0243 0.0638 0.1172 0.0011
C 4.8683 2.5276 4.1334 0.0211 -0.3252 0.1763 -0.0570
C 5.1910 1.2842 4.6581 0.0337 -0.3234 -0.2905 -0.0691
C 5.1850 0.1602 3.8368 -0.2220 0.5693 -0.1722 -0.0568
C 4.8287 0.3081 2.5035 -0.0049 -0.2177 -0.0800 -0.0185
N 2.6687 2.9107 -1.9929 1.0174 -0.2845 1.3193 -0.0410
C 3.9427 2.6547 -2.6925 0.0227 0.1408 -0.1521 -0.4599
C 5.2539 3.0822 -2.1269 0.2258 0.2814 -0.2239 0.0202
O 3.8655 2.0622 -3.7161 -0.2289 -0.6160 -0.7321 0.1518
C 2.5164 4.2441 -1.3542 0.0287 0.0662 0.0894 -0.4638
C 3.2756 4.6694 -0.1393 0.2911 -0.1763 0.0287 0.0177
O 1.6960 4.9464 -1.8328 -0.7950 0.4920 -0.5688 0.1714
H 2.4465 -2.0908 0.9468 0.1746 0.0609 0.0697 0.0824
H 1.2646 -3.2741 0.4237 -0.0643 -0.1728 -0.0500 0.0983
H 0.9509 -1.5754 0.1262 -0.0134 0.1627 0.0656 0.0779
H 4.0197 -1.4969 -0.3069 -0.1956 -0.0826 0.2712 0.0998
H 4.2795 -2.4747 -1.7229 0.1239 -0.1330 -0.0342 0.1315
H 4.3006 0.1005 -1.9252 0.0804 0.2135 0.0036 0.1043
H 3.6691 -0.8860 -3.1957 -0.0772 0.0637 -0.2474 0.1004
H 1.8577 0.4747 -3.1616 -0.1214 0.0346 -0.1233 0.1040
H 1.3082 -0.5153 -1.8261 0.0016 -0.2038 0.1050 0.1003
H 0.2994 3.0776 -0.4849 -0.0708 0.1294 0.2458 0.0855
H 0.0406 1.3965 0.0280 -0.1685 0.0477 0.4265 0.0805
H -0.1595 1.8443 -2.9545 0.1230 -0.0434 -0.1511 0.0722
H -1.1382 0.8611 -1.8376 -0.1059 -0.2567 -0.3604 0.0813
H -5.3037 0.1148 -0.6500 -0.1074 -0.1582 -0.0500 0.1253
H 2.1193 1.5093 1.2992 -0.1607 0.4028 0.0905 0.1014
H 2.7481 0.1027 0.5051 -0.2134 -0.2003 -0.0308 0.0767
H 4.2527 3.6474 2.4251 -0.0516 0.1197 -0.1975 0.1042
H 4.8838 3.3749 4.7989 -0.0316 0.2570 -0.0735 0.1104
H 5.4515 1.1594 5.6963 0.0343 0.1745 0.1541 0.1085
H 5.4370 -0.8092 4.2319 0.0584 -0.1520 0.0218 0.1100
H 4.8053 -0.5518 1.8479 0.0518 -0.0819 -0.0758 0.1097
H 5.9955 2.9656 -2.9065 0.0193 -0.0736 -0.2418 0.1038
H 5.5395 2.4196 -1.3162 -0.1368 0.0742 0.4025 0.0882
H 5.2878 4.1184 -1.8152 -0.0389 0.1186 0.2989 0.0843
H 3.4093 5.7414 -0.1997 -0.0307 0.2125 -0.0101 0.1071
H 2.6400 4.4721 0.7230 -0.0693 -0.1008 0.1551 0.1027
H 4.2319 4.1910 0.0013 0.0952 -0.2383 0.0894 0.0587
C 2.1841 -4.3969 -7.1798 -0.0776 0.0823 -0.1107 -0.0673
C 2.4697 -3.4621 -6.0082 0.0429 -0.2580 -0.0056 -0.4330
C 3.9311 -3.0079 -5.8939 0.0235 0.1953 0.0500 -0.2128
O 4.8401 -3.9748 -5.4106 -0.0719 -0.0310 -0.0036 -0.1908
C 5.2386 -4.9627 -6.3452 0.0699 -0.0883 0.1291 -0.0993
N 1.9874 -4.0827 -4.7704 0.1389 0.1971 0.1102 0.0465
H 2.4832 -5.4222 -6.9706 0.0718 -0.0047 0.0431 0.0665
H 1.1146 -4.4156 -7.3865 -0.0057 -0.0101 0.0449 0.0775
H 2.6940 -4.0642 -8.0857 0.0176 -0.0181 0.0059 0.0804
H 1.8796 -2.5543 -6.1725 0.0591 0.0594 0.0320 0.1328
H 3.9663 -2.2043 -5.1505 0.0198 0.0116 -0.0072 0.1014
H 4.2923 -2.5808 -6.8392 -0.0490 -0.0990 -0.0699 0.1245
H 5.3571 -4.5444 -7.3483 -0.0402 0.0155 -0.0187 0.0933
H 4.5328 -5.7946 -6.3746 -0.0428 0.0205 -0.1143 0.0763
H 6.1974 -5.3587 -6.0136 0.0225 0.0805 0.0148 0.0890
H 2.0580 -3.4105 -4.0103 -0.1159 -0.0259 0.0201 0.0530
H 2.6426 -4.8163 -4.5125 -0.0758 -0.0905 -0.0543 0.0731
C 10.3476 6.7548 -0.6641 0.1061 0.0521 0.1111 -0.0676
C 8.9462 7.2151 -0.2717 0.0510 -0.1621 -0.2628 -0.4305
C 8.1297 6.1791 0.5124 -0.0985 0.1547 0.1639 -0.2046
O 7.6251 5.0898 -0.2464 0.0032 -0.0795 -0.0153 -0.2124
C 8.5709 4.0880 -0.5744 -0.1631 -0.0547 -0.2286 -0.1034
N 8.2482 7.6829 -1.4733 -0.2017 -0.0781 0.1719 0.0415
H 10.3393 6.1073 -1.5395 -0.0610 -0.0410 -0.0020 0.0650
H 10.9626 7.6175 -0.9161 -0.0358 0.0146 -0.0293 0.0797
H 10.8356 6.2248 0.1562 -0.0024 -0.0166 -0.0140 0.0798
H 9.0658 8.0735 0.3951 -0.0775 -0.0087 0.0528 0.1375
H 7.2397 6.6829 0.8981 -0.0208 -0.0208 -0.0057 0.1184
H 8.6885 5.8053 1.3803 0.0972 -0.0284 -0.0718 0.1234
H 9.2837 3.9049 0.2335 0.0003 0.0791 0.0376 0.0956
H 9.1106 4.3361 -1.4903 0.1330 0.0047 0.0679 0.0794
H 8.0178 3.1669 -0.7655 -0.0179 -0.0019 0.0913 0.0733
H 7.3708 8.1225 -1.2098 0.0766 0.1159 -0.0137 0.0705
H 7.9730 6.8691 -2.0166 0.1114 0.0207 -0.0776 0.0656
C -7.5379 -3.5159 0.6874 0.0118 -0.0694 -0.1801 -0.0693
C -6.2715 -2.7160 0.9753 -0.2471 -0.0065 0.2192 -0.4344
C -5.2610 -3.4225 1.8897 0.2077 0.0352 -0.0624 -0.2156
O -5.6058 -3.4741 3.2579 -0.0750 0.0077 -0.0459 -0.1877
C -6.5792 -4.4415 3.6081 -0.0161 0.0807 0.1564 -0.1006
N -6.6522 -1.3954 1.4918 0.3178 -0.0001 -0.0736 0.0455
H -8.2539 -3.4692 1.5057 0.0290 0.0049 0.0637 0.0617
H -8.0429 -3.1147 -0.1904 -0.0205 0.0330 0.0279 0.0803
H -7.3072 -4.5643 0.4876 -0.0081 -0.0059 0.0235 0.0806
H -5.7621 -2.5658 0.0163 0.0871 -0.0042 0.0271 0.1261
H -4.3317 -2.8447 1.8620 0.0097 -0.0058 0.0185 0.1153
H -5.0246 -4.4290 1.5174 -0.1230 -0.0277 -0.0267 0.1223
H -6.4567 -5.3638 3.0331 -0.0096 0.0054 -0.0466 0.0919
H -7.5926 -4.0576 3.4754 -0.0294 -0.0779 -0.0923 0.0752
H -6.4507 -4.6665 4.6661 0.0827 -0.0004 -0.0159 0.0894
H -5.8223 -0.8120 1.5676 -0.0370 0.0400 0.0230 0.0494
H -6.9544 -1.5159 2.4548 -0.1464 0.0311 -0.0354 0.0750
C -13.5935 -4.7161 2.4218 -0.1619 -0.0452 -0.0245 -0.0718
C -13.1997 -3.7120 1.3416 0.1833 -0.0681 0.2096 -0.4321
C -12.3591 -4.2963 0.1981 -0.0680 0.1153 -0.1866 -0.2069
O -11.0064 -4.5749 0.5121 -0.0246 -0.0395 0.0913 -0.2002
C -10.7894 -5.7490 1.2692 0.1974 0.0989 0.0269 -0.1090
N -12.5469 -2.5633 1.9777 0.0533 0.0124 -0.1830 0.0395
H -12.7821 -4.9075 3.1221 0.0691 0.0000 -0.0361 0.0629
H -14.4275 -4.3252 3.0039 0.0256 0.0401 0.0041 0.0765
H -13.9068 -5.6663 1.9848 0.0235 -0.0085 0.0077 0.0783
H -14.1270 -3.3540 0.8849 0.0305 0.0236 -0.0822 0.1351
H -12.3089 -3.5426 -0.5915 0.0265 -0.0078 -0.0103 0.1213
H -12.8379 -5.1844 -0.2362 -0.0207 -0.0526 0.1180 0.1223
H -11.4678 -6.5542 0.9738 -0.0404 0.0020 0.0158 0.0923
H -10.8884 -5.5607 2.3409 -0.1120 -0.0815 0.0173 0.0746
H -9.7625 -6.0696 1.0899 -0.0207 0.0029 -0.0900 0.0802
H -12.4059 -1.8296 1.2894 -0.0871 0.0353 0.0411 0.0714
H -11.6066 -2.8448 2.2418 -0.0303 -0.0176 0.0870 0.0648
C -2.0960 1.0001 4.9254 -0.1254 -0.0741 -0.0242 -0.0612
C -1.8179 2.0184 3.8230 0.1760 -0.0337 0.2989 -0.4241
C -1.0285 1.4638 2.6328 -0.1139 0.1470 -0.2101 -0.2131
O 0.3627 1.2465 2.8499 0.0313 -0.0861 -0.1559 -0.2269
C 0.6919 0.0930 3.6075 0.1462 0.0858 0.0412 -0.0880
N -1.1775 3.1969 4.4148 0.1285 -0.0272 -0.3074 0.0485
H -1.2343 0.8470 5.5741 0.0568 0.0078 -0.0378 0.0662
H -2.9076 1.3555 5.5576 0.0158 0.0413 0.0064 0.0819
H -2.3951 0.0352 4.5102 0.0096 -0.0029 0.0104 0.0793
H -2.7854 2.3329 3.4228 0.0365 0.0118 -0.1174 0.1371
H -1.0665 2.2151 1.8409 -0.0380 0.0624 -0.0124 0.0988
H -1.4967 0.5523 2.2336 0.0068 -0.0782 0.1338 0.1231
H 0.0320 -0.7464 3.3719 -0.0578 0.0080 0.0164 0.0959
H 0.6579 0.2972 4.6777 -0.0907 -0.0766 0.0259 0.0822
H 1.7192 -0.1817 3.3617 0.0240 0.0181 -0.0705 0.0749
H -1.1168 3.9385 3.7222 -0.1389 0.0412 0.0805 0.0731
H -0.2108 2.9642 4.6284 -0.0590 -0.0129 0.1331 0.0683